Entry 1:
{
  "formula": "C15H24N3O3ReS2SbSe3Te",
  "method": "wB97M-V/def2-TZVPD",
  "multiplicity": 2,
  "e_tot_ha": -9563.20926,
  "relative_energy_kj_mol": 60.09,
  "orbital_gap_ha": [0.215, 0.215],
  "s_squared": 0.7609,
  "species": ["Re", "Se", "Se", "Te", "Se", "C", "C", "C", "O", "H", "H", "H", "H", "H", "H", "H", "C", "Sb", "C", "C", "H", "H", "H", "H", "H", "H", "H", "H", "H", "N", "C", "C", "C", "C", "C", "C", "S", "O", "O", "N", "C", "S", "C", "C", "N", "H", "H", "H", "H", "H", "H", "H", "H"],
  "positions_angstrom": [[0.77371, 0.11232, -2.05891], [2.28048, 0.53524, -3.86200], [0.90965, 0.73462, -5.75452], [-1.01415, -0.96159, -5.14581], [-0.03933, -1.94343, -3.06024], [1.25040, 2.55358, 1.36280], [1.32039, 1.16639, 0.74718], [0.51380, 0.17251, 1.55994], [0.82337, 1.27972, -0.58362], [1.67894, 2.54356, 2.36678], [0.20972, 2.87544, 1.42882], [1.80044, 3.27102, 0.75461], [2.36973, 0.85762, 0.68968], [-0.51484, 0.51916, 1.64394], [0.93741, 0.07220, 2.56031], [0.48911, -0.81135, 1.09007], [3.81392, -2.51333, -2.67870], [2.74911, -1.54042, -1.12610], [2.19284, -3.21795, 0.05478], [4.39497, -0.81092, 0.01173], [4.40063, -3.33757, -2.27647], [4.47137, -1.79151, -3.15985], [3.09621, -2.88181, -3.40957], [3.04215, -3.89160, 0.15789], [1.36867, -3.74009, -0.42905], [1.87260, -2.88447, 1.03926], [5.20130, -1.54213, -0.02138], [4.10102, -0.64888, 1.04693], [4.73899, 0.12998, -0.41512], [-2.50390, 0.73287, 5.26371], [-2.62049, 0.38138, 3.92819], [-2.39981, -0.93257, 3.51419], [-2.56868, -1.28811, 2.18644], [-2.95387, -0.33524, 1.26094], [-3.18626, 0.97620, 1.66008], [-3.01884, 1.33400, 2.98086], [-3.13329, -0.74543, -0.44276], [-3.01740, -2.17228, -0.54682], [-4.34098, -0.11592, -0.92646], [-1.83973, -0.06283, -1.13290], [-1.95351, 0.92921, -2.00004], [-3.31533, 1.91767, -2.46185], [-2.25976, 2.87942, -3.45438], [-0.99985, 2.42325, -3.41492], [-0.83197, 1.29522, -2.63428], [-1.95018, 0.12292, 5.84079], [-2.36004, 1.70927, 5.45790], [-2.10359, -1.68042, 4.24016], [-2.39493, -2.30279, 1.85380], [-3.49486, 1.71510, 0.92990], [-3.20491, 2.35348, 3.29785], [-2.63436, 3.72168, -4.01018], [-0.14605, 2.83759, -3.92360]],
  "mulliken_charge": [0.43, -0.08, -0.30, -0.02, -0.18, -1.74, 1.01, -0.33, -0.60, 0.42, 0.34, 0.45, -0.23, -0.25, 0.58, 0.01, -1.22, 0.77, -1.30, -1.41, 0.40, 0.38, 0.33, 0.39, 0.41, 0.39, 0.40, 0.41, 0.43, -0.59, 1.08, -0.71, -0.18, -0.42, -0.50, -0.70, 0.98, -0.72, -0.74, 0.03, 0.53, -0.04, -0.40, -0.97, 0.67, 0.21, 0.21, 0.29, 0.54, 0.40, 0.31, 0.43, 0.41]
}

Entry 2:
{
  "formula": "C15H24N4O2S",
  "method": "wB97M-V/def2-TZVPD",
  "e_tot_ha": -1353.71584,
  "relative_energy_kj_mol": 103.21,
  "orbital_gap_ha": 0.342,
  "smiles": "CCCc1nnc(NC(=O)CCC(=O)NC2CCCCC2)s1",
  "species": ["C", "C", "C", "C", "N", "N", "C", "N", "C", "O", "C", "C", "C", "O", "N", "C", "C", "C", "C", "C", "C", "S", "H", "H", "H", "H", "H", "H", "H", "H", "H", "H", "H", "H", "H", "H", "H", "H", "H", "H", "H", "H", "H", "H", "H", "H"],
  "positions_angstrom": [[4.58566, 1.25575, -2.07437], [4.93472, 1.99668, -0.79037], [5.02827, 1.05454, 0.41937], [3.71513, 0.43596, 0.72256], [2.75950, 1.03514, 1.33492], [1.65517, 0.31062, 1.47404], [1.76175, -0.86901, 0.95640], [0.74334, -1.78269, 0.98302], [0.83746, -3.01619, 0.39697], [1.86190, -3.41057, -0.10628], [-0.45414, -3.80739, 0.45474], [-1.39597, -3.36649, -0.67644], [-1.66961, -1.86361, -0.67059], [-1.33217, -1.14527, -1.58301], [-2.26796, -1.42183, 0.46773], [-2.74491, -0.05106, 0.66208], [-3.85723, 0.29161, -0.33309], [-4.37859, 1.70265, -0.08183], [-3.24330, 2.71530, -0.19049], [-2.13251, 2.37158, 0.79623], [-1.60536, 0.96240, 0.54320], [3.30537, -1.20667, 0.22691], [5.31081, 0.46921, -2.27314], [4.58344, 1.94245, -2.91741], [3.59976, 0.80260, -2.00431], [4.17785, 2.75477, -0.58361], [5.89692, 2.49870, -0.90892], [5.75989, 0.27037, 0.21958], [5.34795, 1.62809, 1.29158], [-0.14224, -1.44032, 1.33534], [-0.21132, -4.86265, 0.32438], [-0.92361, -3.67049, 1.43079], [-2.34036, -3.90963, -0.59625], [-0.94036, -3.60553, -1.63826], [-2.68668, -2.11962, 1.06301], [-3.14944, -0.01198, 1.68095], [-4.67053, -0.43372, -0.24184], [-3.44972, 0.22293, -1.34248], [-4.81964, 1.75570, 0.91708], [-5.16142, 1.93652, -0.80567], [-2.84185, 2.69863, -1.20538], [-3.62135, 3.72021, 0.00700], [-2.51776, 2.44007, 1.81686], [-1.31137, 3.08278, 0.70130], [-0.81087, 0.73617, 1.25791], [-1.18463, 0.90330, -0.46019]],
  "mulliken_charge": [-1.05, -0.40, -0.62, 0.53, -0.83, -0.07, 0.20, 0.00, 0.66, -0.64, -0.75, -1.00, 0.54, -0.60, -0.07, -0.16, -0.84, -0.76, -0.62, -1.04, -0.43, -0.11, 0.28, 0.34, 0.27, 0.34, 0.33, 0.33, 0.29, 0.20, 0.37, 0.37, 0.35, 0.37, 0.33, 0.51, 0.33, 0.35, 0.35, 0.35, 0.34, 0.33, 0.40, 0.38, 0.26, 0.31]
}